Record 1
{"formula": "C3H4O3", "method": "the ωB97M-V functional and the def2-TZVPD basis", "homo_ev": -10.60, "lumo_energy_ha": 0.0266, "homo_lumo_gap_ev": 11.33, "elements": ["O", "C", "C", "O", "C", "O", "H", "H", "H", "H"], "positions_angstrom": [[1.5956, -0.4514, 0.3161], [0.4067, -0.0184, -0.4948], [-0.9250, -0.7944, -0.2062], [-1.5301, 0.4105, 0.3553], [-0.3502, 1.0789, 0.2689], [-0.0140, 2.0679, 0.8448], [1.9393, 0.3935, 0.6425], [1.2800, -0.0142, -1.1860], [-0.7799, -1.5255, 0.5953], [-1.5652, -1.1969, -0.9949]], "nbo_charge": [-0.722, -0.133, -0.097, -0.474, 0.758, -0.536, 0.480, 0.309, 0.209, 0.206]}

Record 2
{"formula": "C3H4O3P", "method": "the ωB97M-V functional and the def2-TZVPD basis", "charge": -1, "homo_ev": -3.34, "lumo_energy_ha": 0.1550, "homo_lumo_gap_ev": 7.56, "elements": ["C", "C", "C", "O", "P", "O", "O", "H", "H", "H", "H"], "positions_angstrom": [[1.0427, -0.8520, 0.7425], [0.2610, -1.1486, -0.3716], [-0.3894, -0.0147, -1.1485], [0.2123, 1.3777, -1.0912], [-0.8392, 1.4324, 0.2716], [-2.1290, 2.2162, 0.2201], [-0.2323, 1.1074, 1.5901], [1.1998, -1.6859, 1.4537], [1.8800, -0.2047, 0.8647], [-0.3095, -2.0862, -0.3113], [-0.6964, -0.1417, -2.2201]], "nbo_charge": [-0.389, -0.294, -0.303, -0.824, 2.294, -1.106, -1.094, 0.159, 0.190, 0.190, 0.179]}

Record 3
{"formula": "C3H4O3Sm", "method": "the ωB97M-V functional and the def2-TZVPD basis", "charge": 2, "spin_multiplicity": 7, "s_squared": 12.01, "homo_ev": [-18.65, -18.77], "lumo_energy_ha": [-0.3495, -0.3429], "homo_lumo_gap_ev": [9.14, 9.43], "elements": ["C", "C", "O", "C", "O", "O", "H", "H", "H", "Sm", "H"], "positions_angstrom": [[1.6664, 0.1416, 0.9433], [1.2304, -0.0173, -0.4533], [0.1311, 0.3620, -0.8522], [-2.9693, -0.3028, 0.2480], [-2.9095, -0.1276, 1.3863], [-3.0599, -0.4371, -0.9106], [2.1301, 1.1350, 1.0493], [1.9205, -0.4940, -1.1731], [2.4575, -0.5976, 1.1438], [-1.4118, 0.2998, -3.0297], [0.8144, 0.0381, 1.6484]], "nbo_charge": [-0.754, 0.539, -0.754, 1.073, -0.377, -0.679, 0.301, 0.156, 0.274, 1.948, 0.272]}

Record 4
{"formula": "C3H4O4", "method": "the ωB97M-V functional and the def2-TZVPD basis", "homo_ev": -10.37, "lumo_energy_ha": -0.0173, "homo_lumo_gap_ev": 9.90, "elements": ["O", "C", "O", "C", "C", "O", "O", "H", "H", "H", "H"], "positions_angstrom": [[0.0867, -1.5821, -0.3422], [-0.1963, -0.9579, 0.6694], [-0.6398, -1.3405, 1.8102], [0.0075, 0.4181, 0.3087], [0.0492, 0.9013, -1.2262], [0.2785, 2.0184, -1.4061], [-0.0836, -0.0049, -2.2409], [-0.5567, -0.5556, 2.6199], [1.1886, 0.6330, 0.6420], [-0.6302, 1.3464, 0.8197], [0.4962, -0.8762, -1.6543]], "nbo_charge": [-0.604, 0.787, -0.629, -0.663, 0.798, -0.559, -0.703, 0.532, 0.270, 0.252, 0.520]}

Record 5
{"formula": "C3H4O4", "method": "the ωB97M-V functional and the def2-TZVPD basis", "homo_ev": -10.92, "lumo_energy_ha": 0.0173, "homo_lumo_gap_ev": 11.39, "elements": ["O", "C", "O", "C", "C", "O", "O", "H", "H", "H", "H"], "positions_angstrom": [[1.6022, 1.4465, -0.5824], [1.2351, 0.3470, -0.1494], [1.7531, -0.9248, -0.3230], [0.0931, -0.0319, 0.7152], [-1.1934, -0.0631, -0.1503], [-1.6898, -1.0799, -0.6321], [-1.8247, 1.1849, -0.2216], [2.5935, -1.2865, -0.6303], [-0.1338, 0.5732, 1.5853], [0.2704, -0.9941, 0.9500], [-2.7057, 0.8286, -0.5614]], "nbo_charge": [-0.536, 0.808, -0.752, -0.608, 0.799, -0.575, -0.675, 0.524, 0.258, 0.260, 0.497]}

Record 6
{"formula": "C3H4O4Sc", "method": "the ωB97M-V functional and the def2-TZVPD basis", "charge": 1, "homo_ev": -13.47, "lumo_energy_ha": -0.2373, "homo_lumo_gap_ev": 7.01, "elements": ["C", "C", "O", "C", "O", "O", "O", "Sc", "H", "H", "H", "H"], "positions_angstrom": [[1.9187, 1.4836, 0.5766], [1.2479, 0.3139, -0.0787], [-0.1391, 0.6879, -0.4302], [-1.0382, -0.2317, -0.7197], [-2.2414, 0.1376, -0.8570], [-0.7780, -1.4672, -0.6429], [1.4741, 1.9661, 1.5997], [-2.9005, -1.8492, -0.3795], [2.7941, 1.9224, 0.0520], [1.3609, -0.5555, 0.5843], [1.7661, 0.0230, -1.0029], [-3.4645, -2.4310, 1.2984]], "nbo_charge": [0.389, -0.179, -0.440, 0.985, -0.747, -0.769, -0.444, 2.033, 0.145, 0.235, 0.212, -0.421]}

Record 7
{"formula": "C3H4O4Tl", "method": "the ωB97M-V functional and the def2-TZVPD basis", "spin_multiplicity": 2, "s_squared": 0.79, "homo_ev": [-8.21, -8.73], "lumo_energy_ha": [-0.0094, -0.0734], "homo_lumo_gap_ev": [7.95, 6.73], "elements": ["C", "C", "O", "C", "O", "O", "O", "Tl", "H", "H", "H", "H"], "positions_angstrom": [[2.0916, 0.6345, 1.1226], [1.0671, -0.1263, 0.6240], [1.1353, -0.5265, -0.7017], [0.2355, -1.4482, -1.1996], [0.7249, -2.3272, -1.8992], [-0.9736, -1.3217, -0.8564], [2.1528, 0.8729, 2.4495], [-2.1484, -0.1306, 0.1806], [2.8963, 0.9969, 0.4788], [-0.5351, 0.8665, 0.7648], [3.0645, 0.9798, 2.7360], [0.4231, -0.7298, 1.2746]], "lowdin_spin": [0.268, 0.036, -0.016, 0.000, -0.002, 0.048, 0.094, 0.291, 0.011, 0.261, 0.002, 0.006]}

Record 8
{"formula": "C3H4O4Tm", "method": "the ωB97M-V functional and the def2-TZVPD basis", "charge": 1, "spin_multiplicity": 3, "s_squared": 2.00, "homo_ev": [-10.50, -10.50], "lumo_energy_ha": [-0.2904, -0.2872], "homo_lumo_gap_ev": [2.59, 2.68], "elements": ["C", "C", "O", "C", "O", "O", "O", "Tm", "H", "H", "H", "H"], "positions_angstrom": [[-1.8407, -1.8818, 0.9653], [-2.7478, -1.0356, 1.4770], [1.5298, 0.6333, -1.4696], [2.3424, 1.5515, -1.5677], [3.5686, 1.3861, -2.0688], [2.1247, 2.7903, -1.1997], [-0.5096, -1.7987, 1.0849], [4.1031, 3.4742, -1.7958], [-2.1505, -2.7259, 0.3416], [-2.4655, -0.2418, 2.1706], [-3.8053, -1.2340, 1.3064], [-0.1491, -0.9176, 0.7559]], "nbo_charge": [0.153, -0.509, -0.551, 0.906, -0.871, -0.865, -0.711, 2.381, 0.165, 0.197, 0.213, 0.493]}

Record 9
{"formula": "C3H4O6S2", "method": "the ωB97M-V functional and the def2-TZVPD basis", "charge": -2, "homo_ev": -0.42, "lumo_energy_ha": 0.2304, "homo_lumo_gap_ev": 6.69, "elements": ["C", "C", "S", "O", "O", "O", "C", "S", "O", "O", "O", "H", "H", "H", "H"], "positions_angstrom": [[-1.8696, 1.1374, 1.0382], [-1.6676, -0.1351, 1.3648], [-1.0736, -0.9828, -0.0964], [-0.8713, -0.1918, -1.3461], [-2.0379, -2.0681, -0.3307], [0.3226, -1.7735, 0.2318], [1.5371, -1.4601, -0.4068], [1.9113, 0.2129, 0.0449], [3.3384, 0.4826, -0.1894], [1.5001, 0.5388, 1.4033], [1.1729, 1.3093, -0.9548], [-2.3005, 1.8150, 1.7761], [-1.6383, 1.6192, 0.0854], [1.3599, -1.3406, -1.4909], [0.3166, 0.8369, -1.1294]], "nbo_charge": [-0.549, -0.544, 2.207, -1.030, -1.006, -0.726, -0.564, 2.214, -1.028, -0.984, -0.948, 0.149, 0.164, 0.145, 0.500]}

Record 10
{"formula": "C3H4OP2", "method": "the ωB97M-V functional and the def2-TZVPD basis", "homo_ev": -8.64, "lumo_energy_ha": 0.0080, "homo_lumo_gap_ev": 8.86, "elements": ["C", "C", "C", "O", "P", "P", "H", "H", "H", "H"], "positions_angstrom": [[0.1344, -0.0230, -1.0630], [0.2267, -0.0984, 1.8161], [-0.4112, 0.7744, -0.1747], [-1.1854, 1.8337, -0.1111], [1.0408, -1.4795, 1.5264], [1.2488, -1.3977, -0.6696], [0.0464, 0.1205, -2.1356], [-0.1019, 0.4508, 2.6653], [-1.3274, 2.2537, -0.9727], [0.3288, -2.4345, -0.8810]], "nbo_charge": [-0.740, -0.667, 0.447, -0.677, 0.415, 0.298, 0.244, 0.205, 0.490, -0.016]}

Record 11
{"formula": "C3H4OS", "method": "the ωB97M-V functional and the def2-TZVPD basis", "homo_ev": -8.88, "lumo_energy_ha": 0.0300, "homo_lumo_gap_ev": 9.70, "elements": ["C", "C", "O", "C", "S", "H", "H", "H", "H"], "positions_angstrom": [[-1.1462, 0.2416, -0.5822], [0.2299, -0.0655, -0.1134], [0.6903, -1.4780, 0.4304], [1.1218, -0.2923, 0.9739], [1.9300, 0.4241, -0.5341], [-1.5113, -0.5314, -1.2189], [-0.7841, 1.0980, -1.1821], [-1.7860, 0.6751, 0.2336], [1.2557, -0.0716, 1.9928]], "nbo_charge": [-0.656, 0.113, -0.508, 0.003, 0.083, 0.251, 0.249, 0.242, 0.223]}

Record 12
{"formula": "C3H4OS", "method": "the ωB97M-V functional and the def2-TZVPD basis", "homo_ev": -8.92, "lumo_energy_ha": 0.0067, "homo_lumo_gap_ev": 9.10, "elements": ["C", "C", "C", "O", "S", "H", "H", "H", "H"], "positions_angstrom": [[-1.9545, -0.6704, 1.4027], [-0.6162, -0.9842, 1.0795], [0.1584, 0.0670, -0.5748], [-2.8420, -0.0341, 1.7772], [-1.7829, -2.3342, 0.7625], [0.2940, -1.1739, 1.7913], [0.6003, 0.8752, -0.0839], [-0.7195, 0.2552, -1.2610], [0.9333, -0.6978, -0.8126]], "nbo_charge": [0.462, -0.418, -0.525, -0.468, 0.065, 0.254, 0.195, 0.223, 0.212]}

It is found that the energy above the lowest of the compared OMol25 structures with the same formula, charge and spin values, taken in the order of the records, are 69.0, 60.0, 0.0, 61.9, 18.7, 1.2, 48.2, 9.8, 93.6, 68.4, 73.9, 66.4 kcal per mole.